(1)
A molecular structure, C26H32NO6Rh in a non-equilibrium geometry, computed with ωB97M-V with the def2-TZVPD basis set.

## Properties
Spin multiplicity: 5
Largest force on an atom in eV/Å: 9.4
LUMO level (spin up / spin down) in eV: 0.23 / -3.49
Kohn-Sham gap (spin up / spin down) in eV: 7.0922 / 4.1163

Positions of all 66 atoms, in Å:
H (1.908202, -2.952858, 0.306247)
C (-1.321661, -1.781848, -1.577447)
H (-2.461718, 3.104227, 6.621422)
C (1.790122, -2.399481, 1.238784)
C (-3.780830, 0.285237, 5.204029)
C (2.180663, 2.450228, -0.210220)
H (-0.893313, 2.853533, 4.682214)
H (-1.357722, -1.245804, -4.854516)
H (0.686381, -2.856060, -6.426650)
C (0.630957, 3.931174, 0.688211)
H (-1.110087, -1.826637, 0.580315)
Rh (0.400973, 1.946747, 0.492829)
C (0.913325, -1.678165, 3.246227)
C (-1.852985, 1.048366, 3.966901)
C (-1.699324, 2.135194, 4.848159)
O (-5.622297, 0.940469, 7.203765)
H (0.382044, -2.978503, -0.971326)
C (2.647363, -1.378912, 1.745748)
H (-1.595033, -1.035924, -2.341566)
C (-0.859488, 0.934341, 2.856233)
C (0.137065, -2.200342, -1.713587)
H (0.252083, -1.591718, 4.111627)
H (3.349714, -0.645145, -5.248579)
H (-2.070378, -0.422988, -0.001444)
H (0.840986, -0.203225, -2.195165)
C (2.227429, 2.343394, 1.228255)
H (0.209264, 0.858858, -6.581702)
H (1.894386, 1.189875, -6.055845)
N (-4.627943, 1.686981, 7.066134)
H (-2.030865, -2.611959, -1.618991)
C (-0.367936, -1.708852, -4.883391)
H (1.845762, -1.019972, -0.968399)
C (0.820241, -0.896379, -1.341045)
H (1.578989, 0.263366, -7.531839)
H (2.749863, -2.337462, -5.205244)
H (-0.111392, -3.283989, 2.069151)
H (1.099611, 3.473204, 2.831824)
C (0.713823, -2.575894, 2.168146)
H (3.524183, -0.977817, 1.245683)
H (2.940398, 1.743982, 1.791810)
H (2.780448, 1.876989, -0.912241)
C (-1.234273, -1.083353, -0.237869)
C (0.247055, -1.873576, -6.261250)
C (1.198020, 3.450468, -0.532934)
H (2.524177, -0.134545, 3.605898)
C (1.256695, 3.246079, 1.775193)
H (-3.051182, -0.652416, 3.380157)
H (3.011591, -1.516620, -6.753730)
O (0.358253, 0.864970, 3.165689)
C (-3.644550, 1.388990, 6.074930)
H (0.933265, 3.780900, -1.534870)
H (-0.377980, -2.653677, -4.330523)
O (-4.474844, 2.733258, 7.743704)
C (-2.574742, 2.294221, 5.908244)
O (-0.006274, -0.278002, -0.313851)
C (1.223006, 0.453526, -6.510261)
H (-4.574793, -0.430500, 5.403562)
C (2.103647, -0.922468, 2.981088)
O (0.640340, -0.754749, -4.421340)
C (2.676235, -1.371697, -5.716716)
O (-1.286368, 1.064800, 1.635556)
C (-2.916332, 0.146303, 4.115087)
H (-0.098454, 4.735575, 0.787186)
H (-0.379498, -1.538533, -7.082912)
H (0.443140, -2.563264, -2.696352)
C (1.262563, -0.841922, -5.738201)

Atoms 1-2, force components in eV/Å:
H 0.140 0.202 0.441
C 0.107 0.120 -0.110

---

(2)
A molecular structure, C26H33Cl2HgN5OS2, computed with ωB97M-V with the def2-TZVPD basis set.

## Properties
Charge: -1
Spin multiplicity: 2
Largest force on an atom in eV/Å: 0.5
LUMO level (spin up / spin down) in eV: 2.23 / 2.23
Kohn-Sham gap (spin up / spin down) in eV: 4.0822 / 6.1743

Positions of all 70 atoms, in Å:
C (-5.264430, -2.963927, -2.020349)
H (4.522435, -2.259872, 0.037873)
C (-1.165491, -1.642246, 5.495451)
O (-0.354665, -0.160767, -2.485489)
N (0.086777, -1.545056, 3.428512)
C (4.687580, -1.290878, -0.433766)
H (-5.538096, -1.922077, -2.177637)
H (-1.429545, -3.161146, -7.601413)
N (-1.001768, 3.577232, 0.885356)
H (-6.050488, -3.609660, -2.410873)
H (3.943685, 0.645829, 2.334640)
C (-0.841677, 0.254738, -3.510764)
H (-2.005260, 5.417567, 0.789925)
H (0.002441, 4.469134, -0.734928)
H (-1.376271, 2.105263, -2.631878)
C (-1.081673, -2.931119, -5.495650)
H (3.625761, 1.948183, 0.158413)
C (-3.571971, -2.591814, 0.202573)
Cl (1.610954, 4.646706, 3.555640)
C (-1.098622, -1.751158, 4.075038)
C (3.939977, -0.192274, 0.332165)
C (2.004666, 2.903664, 3.715392)
H (5.761144, -1.083952, -0.448243)
H (-0.082082, -1.295915, 7.293084)
H (-1.058609, 5.144017, 2.274918)
H (3.731306, 1.109209, -1.391050)
H (-2.588328, 4.285113, 2.025674)
H (-0.630593, 2.262630, -4.238911)
C (-1.384848, -1.097073, -7.026828)
C (4.140673, 1.151058, -0.381437)
H (5.203983, 1.398881, -0.441780)
C (-2.235338, -2.082786, 3.316647)
N (-3.409419, -2.641259, 1.475588)
H (4.327603, -1.350599, -1.461175)
C (-1.244739, -0.201806, -5.975092)
C (1.191675, -1.199479, 5.534995)
H (2.935411, 2.743064, 3.181226)
H (5.553567, 0.184876, 1.740269)
H (-3.160456, -2.320888, 3.833857)
H (-2.120362, -1.780888, 5.989426)
C (-0.926164, -2.038586, -4.447766)
C (-1.442894, 2.336739, 0.979123)
C (1.164767, -1.292550, 4.152569)
C (-1.327579, 1.680290, -3.631702)
S (-5.113330, -3.370085, -0.271828)
C (-1.005817, -0.669890, -4.688184)
H (-4.332944, -3.172121, -2.541736)
C (1.322528, -0.764266, 0.443011)
H (-2.307942, 1.727486, -4.105043)
N (-1.743751, 1.223866, 1.039530)
C (-0.035249, -1.373794, 6.212005)
Hg (-0.682294, -1.222018, 0.627921)
H (0.655139, 2.908730, -0.177246)
H (-0.764607, -2.377261, -3.433095)
H (4.399963, -1.055321, 2.271193)
C (0.212926, 3.850530, 0.142950)
C (4.497094, -0.097937, 1.758179)
H (0.928327, 4.372580, 0.783770)
H (2.114779, 2.691390, 4.773812)
H (2.074874, -1.136268, 3.576462)
H (-1.561138, -0.730655, -8.030103)
C (2.503799, -0.508944, 0.383459)
C (-1.701390, 4.670159, 1.528656)
H (2.115572, -1.004168, 6.062745)
H (-1.312945, 0.862024, -6.164627)
C (-1.306167, -2.461039, -6.784228)
H (-1.033916, -3.995150, -5.305020)
N (-2.233779, -2.163917, 1.987482)
Cl (0.775616, 1.859394, 3.048636)
S (-2.508409, -1.919749, -1.000320)

Atoms 1-2, force components in eV/Å:
C 0.045 -0.003 -0.006
H 0.010 -0.003 0.003

---

(3)
A molecular structure, C26H33ClMnN2O2 in a non-equilibrium geometry, computed with ωB97M-V with the def2-TZVPD basis set.

## Properties
Charge: -1
Spin multiplicity: 5
Largest force on an atom in eV/Å: 2.0
LUMO level (spin up / spin down) in eV: 2.83 / 2.81
Kohn-Sham gap (spin up / spin down) in eV: 3.0691 / 6.1463

Positions of all 65 atoms, in Å:
C (-1.833392, -2.397315, -1.278731)
H (2.117670, -3.996004, -0.847810)
O (0.151406, 3.809808, -1.117101)
H (-1.889328, 0.075364, 1.474326)
H (1.342468, 5.039590, 0.080756)
H (1.240559, -4.092696, 2.673420)
H (-2.994171, 0.152528, 3.715265)
C (-0.984259, 2.502110, -4.167790)
O (0.063880, -3.877301, -1.049883)
C (0.901466, 0.013151, 3.448740)
H (3.281565, 3.100407, 1.448906)
C (1.259898, 2.933715, 0.774777)
H (1.406612, 4.092853, 2.580185)
H (-1.852342, 3.174881, -4.153238)
C (-1.017261, -2.489389, -4.204857)
H (3.166034, -3.190967, 1.535111)
C (-1.315962, -1.213902, -3.476646)
H (-2.193325, -3.295947, -1.801799)
C (2.519998, -2.393724, 1.141576)
C (-1.848314, 1.182553, -2.159727)
H (-2.498223, -2.208930, -0.418537)
H (1.993686, -0.020286, 3.383762)
H (2.432743, -1.604194, 1.902958)
C (1.231745, -4.087186, -0.202886)
N (0.294016, 1.989288, 0.160859)
C (-1.124225, 0.104890, 4.808895)
H (-2.419121, 2.177630, -0.367071)
H (-0.744038, 2.279584, -5.213961)
C (0.102857, 0.017786, 2.298535)
C (-0.414594, 2.672178, -0.717055)
C (0.681956, 3.432877, 2.087851)
H (-0.753371, 0.010956, -5.147739)
H (1.184828, -5.103434, 0.208244)
H (-0.158464, -3.040195, -3.803310)
C (1.351957, 4.007281, -0.294499)
C (0.545606, -3.419551, 2.154276)
C (-1.282306, 0.068569, 2.387816)
H (2.501837, 1.547493, 1.860615)
H (-0.259336, 3.967574, 1.922522)
C (-1.126054, 0.006136, -4.125271)
C (-0.479542, -2.709761, -0.701457)
N (0.225942, -2.024748, 0.179428)
Mn (0.801259, -0.025911, 0.423372)
C (-2.497883, 0.000346, -1.767086)
C (0.267089, 0.055336, 4.708198)
C (1.158477, -2.978680, 0.832122)
H (3.030678, 1.845933, 0.190335)
C (2.606333, 2.315338, 1.080989)
H (0.362319, -2.532607, 2.776344)
H (-0.127967, 3.044281, -3.746975)
H (-1.604762, 0.139523, 5.786656)
H (2.969307, -1.961163, 0.244565)
H (-1.889234, -3.155013, -4.188386)
H (2.218091, 3.867566, -0.959062)
C (-1.864382, -1.185867, -2.177827)
H (0.891632, 0.047995, 5.600874)
Cl (2.076899, -0.053534, -1.411370)
H (0.476099, 2.571369, 2.733925)
C (-1.904217, 0.112201, 3.653097)
H (-0.413810, -3.924776, 1.989524)
H (-2.161508, 3.281494, -1.740303)
H (-0.789117, -2.251114, -5.249470)
C (-1.788117, 2.375481, -1.246350)
C (-1.299617, 1.219488, -3.457824)
H (-3.328697, -0.001361, -1.054782)

Atoms 1-2, force components in eV/Å:
C -0.147 -0.227 0.084
H -0.184 0.020 0.157

---

(4)
A molecular structure, C26H33FN6O5 in a non-equilibrium geometry, computed with ωB97M-V with the def2-TZVPD basis set.

## Properties
Largest force on an atom in eV/Å: 18.2
LUMO level in eV: 0.39
Kohn-Sham gap in eV: 7.6367

Positions of all 71 atoms, in Å:
O (-2.154540, -2.948015, 1.093514)
C (5.296537, 2.798043, -1.257088)
H (-4.178364, -3.572042, -1.343044)
H (-0.076296, 4.280102, 0.476280)
H (4.006562, 4.684274, -1.331839)
C (-1.184145, 1.814421, -1.284192)
H (0.213941, -4.362108, -3.278557)
N (-1.782348, -0.317708, -0.186099)
C (-3.420487, -4.610405, 0.303101)
C (-2.643581, 4.868287, 0.040481)
H (6.476580, 1.217288, -0.772689)
H (1.880974, -4.244460, -2.342770)
H (-0.798174, -4.991242, 2.134620)
C (-0.756390, 4.181288, 1.262629)
O (1.975843, -0.870698, 2.406314)
N (-2.609341, 0.222430, -2.339436)
C (0.593587, 1.287574, -0.712305)
N (-1.739940, 0.460026, -1.192240)
C (0.295305, -5.095882, -1.095672)
C (4.378137, 1.127991, 0.295136)
N (-3.080495, -0.863400, -1.810680)
C (-0.251447, 1.730403, 1.546039)
H (-0.731809, -2.590851, -1.856050)
H (0.950888, -1.999812, -2.125799)
H (2.041613, 1.784912, 2.095772)
O (0.435699, -4.292380, 0.156948)
C (-2.431839, -4.109632, 1.491287)
C (3.144386, 1.753359, 0.221719)
H (2.409158, -2.759777, 1.195295)
C (5.331757, 1.683992, -0.882726)
C (2.137643, -2.541210, 0.033933)
C (3.936328, 3.708607, -1.103560)
C (2.243615, -0.267700, 1.205502)
C (-2.747215, -1.243892, -0.671629)
N (2.090720, -1.032784, 0.208145)
H (0.690626, 3.493450, 2.795208)
H (-0.941908, 3.115168, 2.975352)
H (-4.292912, 5.237991, -0.920198)
C (2.874634, 3.156707, -0.372749)
H (-1.959117, 5.264405, -0.748716)
C (-0.305669, 3.203108, 2.309846)
H (-3.771864, 3.595615, -0.698631)
C (-2.848268, -2.715917, -0.184281)
C (0.818270, -4.265617, -2.071508)
F (6.046163, 3.490108, -1.842449)
H (-0.949041, -5.209386, -1.295514)
H (-2.270413, -4.014660, 3.430922)
H (1.934155, -0.550550, -0.669634)
H (-2.553001, 5.776490, 0.769569)
H (-0.846625, 5.262413, 1.663956)
H (-2.472539, -5.810137, 2.742547)
C (0.359377, -2.952548, -1.874856)
H (4.540719, 0.163208, 0.499242)
H (-0.069286, -2.324239, 0.248268)
H (-3.762339, -5.756187, 0.336157)
C (-1.893212, -4.743026, 2.721336)
C (-3.552093, -3.635155, -0.446925)
H (-0.870333, 2.016591, -2.271257)
H (0.674944, -6.086385, -0.704525)
H (-1.542068, 2.464964, -0.472671)
H (2.066574, 3.704371, -0.185280)
C (0.680718, -2.934053, -0.323002)
H (-0.168096, 1.019489, 2.475659)
H (2.846179, -2.946534, -0.588217)
O (-2.018749, 3.758466, 0.785752)
N (0.623349, 1.510762, 0.584834)
C (2.025581, 1.251763, 0.939585)
H (-4.529332, 4.463347, 0.453108)
C (-3.937195, 4.513103, -0.375305)
O (1.340364, 0.979651, -1.644584)
H (-1.220450, 1.614224, 1.378617)

Atoms 1-2, force components in eV/Å:
O 0.256 3.433 -1.764
C -12.171 10.479 0.193